{"formula": "C34H95N3O23", "method": "ωB97M-V with the def2-TZVPD basis set", "symbols": ["C", "O", "C", "C", "N", "C", "C", "O", "C", "H", "H", "H", "H", "H", "H", "H", "H", "H", "H", "H", "H", "H", "H", "H", "C", "O", "C", "C", "N", "C", "C", "O", "C", "H", "H", "H", "H", "H", "H", "H", "H", "H", "H", "H", "H", "H", "H", "H", "C", "O", "C", "C", "N", "C", "C", "O", "C", "H", "H", "H", "H", "H", "H", "H", "H", "H", "H", "H", "H", "H", "H", "H", "O", "C", "C", "O", "H", "H", "H", "H", "H", "H", "O", "C", "C", "O", "H", "H", "H", "H", "H", "H", "O", "C", "C", "O", "H", "H", "H", "H", "H", "H", "O", "C", "C", "O", "H", "H", "H", "H", "H", "H", "O", "C", "C", "O", "H", "H", "H", "H", "H", "H", "O", "C", "C", "O", "H", "H", "H", "H", "H", "H", "O", "C", "C", "O", "H", "H", "H", "H", "H", "H", "O", "C", "C", "O", "H", "H", "H", "H", "H", "H", "O", "H", "H"], "xyz": [[-0.8910, 1.9344, -3.7007], [-0.8380, 2.5088, -2.4052], [-0.6298, 1.4809, -1.4566], [0.8163, 1.5076, -0.9404], [1.0811, 0.5640, 0.1161], [1.2129, -0.8369, -0.3428], [1.3122, -1.7538, 0.8963], [0.0198, -2.0817, 1.4201], [-0.9820, -2.4036, 0.4787], [-1.0584, 2.7381, -4.4226], [-1.5910, 1.1021, -3.7537], [0.0358, 1.5338, -4.1322], [-0.7382, 0.4389, -1.7678], [-1.3198, 1.7500, -0.6488], [0.9985, 2.5253, -0.5749], [1.5166, 1.3926, -1.7738], [0.6395, 0.6779, 1.0133], [2.1985, -0.8752, -0.8117], [0.3168, -1.0698, -0.9130], [2.0073, -1.3086, 1.6036], [1.7667, -2.6321, 0.4227], [-1.7184, -3.0872, 0.9070], [-0.6529, -3.0066, -0.3713], [-1.4920, -1.5048, 0.1335], [-3.9270, -0.7992, 6.1787], [-4.1134, 0.1073, 5.1073], [-3.5119, -0.3200, 3.8741], [-2.0145, -0.3663, 3.9269], [-1.3553, 0.9436, 3.8963], [-1.5022, 1.6238, 2.6256], [-0.7247, 2.9507, 2.5965], [0.6627, 2.6727, 2.6547], [1.3545, 3.9280, 2.7857], [-4.8329, -0.7019, 6.7857], [-3.1280, -0.5047, 6.8633], [-3.8608, -1.8576, 5.9189], [-4.0605, 0.3408, 3.1957], [-3.9236, -1.3156, 3.6468], [-1.6196, -1.0899, 3.1978], [-1.7584, -0.8169, 4.8876], [-0.3833, 0.7231, 4.1249], [-2.5306, 1.6641, 2.2656], [-1.0523, 0.9471, 1.8770], [-1.1336, 3.6113, 3.3657], [-0.9282, 3.4487, 1.6387], [1.2884, 4.5114, 1.8645], [2.3613, 3.7410, 3.1469], [0.9158, 4.5903, 3.5401], [-3.6625, -5.3322, -0.9378], [-2.7834, -4.4483, -1.5622], [-2.3955, -4.7644, -2.9072], [-1.3781, -3.6548, -3.1854], [-0.8643, -3.6826, -4.5678], [-1.7391, -2.8472, -5.4124], [-1.5696, -1.3249, -5.2293], [-0.2532, -0.8698, -4.9439], [0.6058, -0.8596, -6.0595], [-3.4453, -6.3931, -1.1265], [-4.7000, -5.2288, -1.2872], [-3.7017, -5.1851, 0.1415], [-3.2780, -4.8619, -3.5460], [-1.9408, -5.7605, -2.8266], [-0.5643, -3.6632, -2.4585], [-1.8372, -2.6815, -2.9904], [-0.0135, -3.1280, -4.4909], [-2.7760, -3.1649, -5.4371], [-1.2236, -2.9402, -6.3795], [-2.1520, -0.9529, -4.3827], [-1.9992, -0.8215, -6.1020], [0.4846, -1.7742, -6.6567], [1.6509, -0.9339, -5.7594], [0.3721, -0.0034, -6.6995], [-1.9480, 5.3069, -0.2591], [-0.8706, 6.2725, -0.0771], [-1.3784, 7.4007, 0.7947], [-0.4292, 8.4224, 0.9026], [-1.7011, 4.6754, -0.9400], [-0.0832, 5.6420, 0.3387], [-0.7476, 6.5528, -1.1272], [-1.7934, 6.9794, 1.7135], [-2.3161, 7.7842, 0.3680], [-0.2735, 8.8333, 0.0502], [0.9389, -0.0417, 5.1811], [1.9211, 0.7117, 4.4831], [3.3080, 0.0635, 4.7380], [4.3971, 0.9349, 4.5358], [0.9668, 0.2427, 6.1012], [1.7327, 0.5672, 3.4160], [1.8535, 1.7734, 4.7257], [3.3498, -0.8756, 4.1818], [3.2135, -0.2907, 5.7755], [4.9964, 0.4569, 3.9540], [5.2374, 3.0881, 1.2663], [4.1582, 2.1555, 1.5373], [4.3023, 0.9954, 0.5129], [5.4867, 0.2107, 0.6393], [5.6876, 2.7703, 0.4781], [4.2782, 1.8283, 2.5691], [3.2729, 2.7384, 1.2967], [4.3301, 1.5018, -0.4519], [3.4936, 0.2717, 0.5598], [5.6147, -0.1220, 1.5316], [-3.0138, -1.0771, -1.8102], [-4.0048, -1.4811, -0.9009], [-4.2659, -0.4235, 0.1398], [-5.0728, 0.5943, -0.4743], [-3.3943, -0.4431, -2.4395], [-4.9381, -1.6842, -1.4466], [-3.7332, -2.4554, -0.4915], [-3.3367, 0.0632, 0.4481], [-4.8191, -0.8854, 0.9633], [-5.5069, 1.1588, 0.1725], [-5.9957, 3.2001, -2.0345], [-5.5794, 3.1007, -3.4220], [-4.3892, 2.1486, -3.5656], [-4.7850, 0.8328, -3.2166], [-5.9190, 2.3222, -1.6513], [-6.4841, 2.7396, -3.9113], [-5.2721, 4.1301, -3.6032], [-3.5909, 2.3982, -2.8559], [-4.0109, 2.1160, -4.5879], [-4.9477, 0.7734, -2.2514], [4.4849, -1.6295, 1.9120], [5.5945, -2.3960, 2.4118], [6.2316, -3.3252, 1.3899], [7.4680, -3.8496, 1.8839], [4.1273, -2.1870, 1.2086], [6.3734, -1.6833, 2.6853], [5.2930, -2.9442, 3.3092], [6.5511, -2.7348, 0.5177], [5.6008, -4.0949, 0.9337], [7.1927, -4.7339, 2.1609], [3.8685, 5.5088, -4.0987], [2.5810, 5.7761, -3.5753], [2.0557, 4.6727, -2.6491], [3.0088, 4.4429, -1.5895], [4.2467, 4.8112, -3.5478], [2.7391, 6.6940, -2.9957], [1.8163, 5.9198, -4.3421], [1.9478, 3.7546, -3.2246], [1.0668, 4.9636, -2.2934], [2.8672, 5.1690, -0.9708], [3.4972, -7.0177, 2.2869], [2.2579, -6.6281, 1.7206], [2.4078, -5.1616, 1.2756], [3.1597, -4.8848, 0.1178], [3.6104, -7.9702, 2.3352], [1.9849, -7.1397, 0.7903], [1.4474, -6.7686, 2.4364], [2.7926, -4.6658, 2.1744], [1.4186, -4.7249, 1.1505], [4.0295, -5.2972, 0.1414], [-0.8820, -5.8841, 0.4977], [-0.4090, -6.6728, 0.2114], [-1.4373, -5.6464, -0.2551]], "atomic_forces_ev_per_a": [[0.58, 0.72, -1.06], [0.09, -1.05, -1.19], [0.94, 0.30, 1.38], [-0.51, 1.22, 0.88], [0.69, -0.73, -0.78], [0.05, 1.83, 2.36], [-0.97, -0.33, -2.73], [0.72, 0.07, 0.79], [-0.18, -0.43, -0.12], [-0.85, 0.00, 0.18], [-0.39, 0.28, -0.08], [0.44, -0.20, 0.96], [-0.99, 0.31, -0.63], [0.12, -0.57, 0.22], [0.13, -0.03, 0.11], [0.00, -0.35, 0.02], [-0.27, 0.30, -0.20], [-0.35, -0.38, -0.79], [0.62, -0.65, -0.71], [-0.49, -0.11, 0.56], [0.07, -0.50, 0.65], [0.06, 0.30, 0.66], [0.50, 0.33, -0.13], [0.01, 0.01, -0.20], [-0.99, 0.68, 0.84], [0.49, -0.70, 0.01], [-1.69, -0.04, 0.73], [0.36, 0.33, 0.05], [-0.71, -0.37, 0.44], [1.57, -0.87, -0.48], [-1.36, -0.93, -1.15], [-0.12, 1.48, 0.79], [-0.31, -0.25, 0.45], [-0.02, -0.09, 0.00], [0.40, -0.11, -0.33], [0.26, 0.06, -0.42], [0.92, 0.14, -0.50], [0.30, -0.14, 0.01], [-0.05, 0.24, -0.39], [0.00, -0.02, 0.05], [-0.49, 0.61, -0.26], [-0.17, 0.65, 0.57], [0.10, 0.27, -0.43], [0.56, -0.02, 0.41], [-0.12, 0.07, -0.07], [0.43, -0.22, -0.27], [0.20, -0.10, -0.53], [-0.37, -0.32, 0.18], [-1.26, -0.77, -0.30], [-0.06, 0.17, 0.52], [0.57, -0.08, 1.61], [-0.41, 0.17, -0.69], [-0.62, 0.64, 1.04], [2.66, 0.49, -1.25], [-1.07, 0.54, 1.21], [-0.01, -0.63, 0.06], [-0.18, -0.88, -0.65], [0.42, 0.05, 0.03], [0.05, 0.28, -0.17], [0.39, 0.24, -0.03], [0.13, 0.46, -0.26], [0.23, 0.05, -0.57], [0.07, -0.66, -0.10], [-0.39, -0.19, 0.16], [0.18, -0.32, -0.33], [0.00, -0.01, -0.04], [-0.99, -0.67, -0.38], [-0.03, -0.12, 0.08], [0.20, 0.01, -0.20], [-0.20, 0.14, -0.12], [-0.09, 0.65, 0.31], [0.36, 0.06, 0.01], [-0.64, 0.24, 0.80], [-1.58, -1.94, -1.13], [-1.19, -0.44, -1.21], [0.43, 0.10, 1.15], [0.15, -0.03, -0.07], [0.70, 0.90, 0.06], [1.14, 0.81, 0.32], [1.06, 0.32, 0.60], [0.18, -0.01, -0.47], [-0.20, -0.11, -0.14], [0.20, -0.05, 0.24], [1.07, -0.78, -0.77], [-1.53, -0.18, 1.19], [0.00, -0.53, -0.14], [-0.11, -0.10, 0.00], [-0.37, 0.38, 0.12], [0.29, -0.07, 0.01], [0.26, 0.25, -0.42], [0.63, 0.31, 0.20], [0.20, 0.26, 0.11], [-0.01, -0.14, 0.33], [1.44, -0.11, -1.66], [-0.10, -0.25, 1.23], [1.24, 1.51, -0.88], [0.16, 0.06, 0.07], [-0.54, 0.16, -0.10], [-0.55, -0.55, 0.44], [-0.01, -0.36, -0.29], [-0.57, 0.52, -0.02], [-0.55, 0.25, -0.26], [0.49, 0.11, -0.39], [-0.53, -0.17, -0.51], [-0.32, -0.02, 0.07], [-0.36, 0.11, -0.24], [-0.10, -0.06, 0.05], [-0.09, 0.15, 0.15], [0.35, 0.30, 0.25], [0.05, -0.40, 0.31], [0.18, 0.22, 0.17], [0.21, -0.11, 0.20], [0.44, -0.15, -0.04], [0.20, 0.03, 1.71], [-0.47, 0.01, 0.66], [-0.18, -0.91, 0.03], [-0.17, -0.03, 0.04], [0.40, 0.21, -0.90], [-0.24, -0.10, -0.81], [0.05, 0.66, -0.37], [-0.01, 0.08, 0.05], [0.03, 0.22, -0.42], [0.04, -1.76, 0.47], [-0.20, -0.01, 0.17], [1.07, 1.15, -1.40], [-1.19, -0.88, 0.26], [-0.37, 0.35, -0.08], [0.10, -0.02, 0.20], [0.04, -0.03, 0.02], [-0.39, 0.25, 0.20], [-0.25, -0.08, 0.65], [0.76, 0.04, 0.30], [-0.26, -0.70, -0.45], [0.14, 0.01, 0.96], [0.92, 0.52, -0.36], [-0.90, 0.01, -0.38], [0.09, 0.15, 0.00], [-0.72, 0.14, 0.05], [0.35, 0.19, -0.32], [0.09, -0.20, 0.17], [-0.04, -0.09, 0.26], [0.31, -0.12, 0.14], [0.40, 0.03, -0.20], [0.08, 0.66, -1.21], [-0.59, -0.10, 1.82], [-0.04, -0.18, -0.24], [-0.28, -0.03, -0.09], [0.28, -0.64, 0.13], [-0.09, 0.33, 0.04], [0.43, 0.32, -0.14], [-0.07, -0.17, -0.36], [-0.14, -0.17, 0.28], [0.07, -0.14, -0.05], [-0.03, 0.03, 0.03], [0.07, 0.22, -0.02]], "de_lowest_kj_mol": 54.0, "e_homo_ev": -8.1, "smiles": "COCCNCCOC.COCCNCCOC.COCCNCCOC.OCCO.OCCO.OCCO.OCCO.OCCO.OCCO.OCCO.OCCO.O"}

{"formula": "C17H16N4OS", "method": "ωB97M-V with the def2-TZVPD basis set", "symbols": ["O", "C", "C", "C", "C", "C", "C", "C", "C", "N", "C", "C", "N", "N", "C", "S", "N", "C", "C", "C", "C", "C", "C", "H", "H", "H", "H", "H", "H", "H", "H", "H", "H", "H", "H", "H", "H", "H", "H"], "xyz": [[-0.9484, -2.3115, -1.6755], [-1.6066, -1.5377, -1.0151], [-3.0939, -1.3158, -1.2688], [-3.7227, -0.2376, -0.4398], [-4.5480, -0.5509, 0.6333], [-5.1119, 0.4510, 1.4043], [-4.8535, 1.7797, 1.1148], [-4.0293, 2.1029, 0.0493], [-3.4684, 1.1022, -0.7230], [-1.0884, -0.8517, 0.0345], [0.3336, -0.8164, 0.2490], [0.9084, 0.4877, -0.1931], [0.1960, 1.5089, -0.5462], [1.0823, 2.4985, -0.8067], [2.3664, 2.1043, -0.6021], [3.7216, 2.9989, -0.7956], [2.2485, 0.7834, -0.2052], [3.3307, -0.0702, 0.1046], [3.4887, -1.2689, -0.5792], [4.5596, -2.0885, -0.2728], [5.4732, -1.7102, 0.6972], [5.3195, -0.5057, 1.3625], [4.2478, 0.3188, 1.0716], [-3.1886, -1.0870, -2.3334], [-3.5904, -2.2742, -1.1003], [-4.7539, -1.5865, 0.8633], [-5.7558, 0.1931, 2.2322], [-5.2945, 2.5609, 1.7156], [-3.8253, 3.1378, -0.1818], [-2.8224, 1.3562, -1.5508], [-1.6324, -0.1028, 0.4372], [0.5679, -0.9747, 1.3095], [0.7589, -1.6438, -0.3283], [0.7814, 3.4069, -1.1163], [2.7936, -1.5458, -1.3575], [4.6851, -3.0202, -0.8031], [6.3107, -2.3510, 0.9275], [6.0364, -0.2029, 2.1103], [4.1242, 1.2630, 1.5782]], "atomic_forces_ev_per_a": [[0.13, -0.22, -0.35], [-0.26, 0.02, 0.20], [0.10, -0.05, -0.12], [-0.21, 0.06, -0.04], [0.04, 0.01, -0.06], [-0.05, 0.02, 0.09], [-0.03, 0.04, 0.05], [0.02, 0.08, 0.00], [-0.08, -0.09, -0.02], [0.19, 0.28, 0.34], [-0.05, -0.35, 0.00], [-0.34, 0.26, -0.09], [-0.65, -0.49, 0.05], [0.73, -0.67, 0.28], [-0.21, 0.31, -0.14], [0.61, 0.45, -0.14], [-0.52, 0.73, -0.22], [0.48, -0.37, 0.13], [-0.07, 0.22, 0.02], [0.04, -0.09, 0.03], [0.03, -0.05, -0.03], [-0.02, 0.02, 0.02], [-0.14, -0.04, 0.01], [0.03, -0.08, 0.04], [0.06, 0.03, -0.05], [-0.01, -0.11, 0.01], [-0.05, -0.02, 0.07], [-0.04, 0.06, 0.05], [0.02, 0.09, -0.02], [0.09, 0.03, -0.09], [0.00, -0.09, -0.07], [0.04, -0.02, -0.16], [-0.03, 0.15, 0.19], [0.12, -0.08, 0.04], [-0.08, -0.01, -0.08], [0.01, -0.08, -0.04], [0.07, -0.06, 0.02], [0.06, 0.03, 0.07], [-0.02, 0.07, 0.01]], "de_lowest_kj_mol": 0.0, "e_homo_ev": -8.0, "smiles": "O=C(Cc1ccccc1)NCc1n[nH]c(=S)n1-c1ccccc1"}

{"formula": "C21H26F3Si", "method": "ωB97M-V with the def2-TZVPD basis set", "symbols": ["C", "Si", "C", "C", "C", "C", "C", "H", "C", "H", "H", "H", "H", "H", "H", "H", "H", "H", "H", "H", "H", "H", "H", "H", "F", "C", "F", "F", "C", "C", "C", "C", "C", "C", "C", "C", "C", "C", "C", "C", "C", "H", "H", "H", "H", "H", "H", "H", "H", "H", "H"], "xyz": [[3.4938, 3.5468, 2.7216], [2.1329, 2.5976, 1.8695], [2.8348, 1.1738, 0.8713], [0.8363, 1.8044, 2.9923], [-0.4741, 1.4600, 2.2719], [-1.1225, 2.6036, 1.4798], [-0.2913, 3.2947, 0.3881], [-0.8373, 4.2077, 0.0779], [1.1465, 3.7229, 0.7430], [3.0850, 4.4066, 3.2683], [4.0260, 2.8950, 3.4270], [4.2113, 3.9122, 1.9726], [2.0039, 0.6340, 0.3997], [3.5208, 1.5322, 0.0915], [3.3778, 0.4844, 1.5331], [1.2866, 0.8929, 3.4105], [0.6582, 2.4806, 3.8416], [-0.3346, 0.5680, 1.6116], [-1.2065, 1.1779, 3.0463], [-2.0228, 2.1925, 1.0001], [-1.4705, 3.3757, 2.1802], [-0.2500, 2.6504, -0.5048], [1.1448, 4.7328, 1.1829], [1.7434, 3.7883, -0.1791], [-0.7500, -1.4375, -6.5156], [-0.2564, -0.4480, -5.7094], [1.0296, -0.2045, -6.1066], [-0.9764, 0.6854, -5.9865], [-0.3365, -0.8212, -4.2599], [0.7695, -0.5889, -3.4475], [0.7354, -0.9580, -2.1186], [-0.4500, -1.4814, -1.5279], [-0.4428, -1.7966, -0.1378], [-1.1246, -2.8947, 0.4428], [-1.0255, -3.0833, 1.8533], [-1.8162, -4.0205, 2.5023], [-2.7330, -4.8047, 1.7726], [-2.7705, -4.7103, 0.3727], [-1.9098, -3.8464, -0.2940], [-1.5952, -1.6137, -2.3705], [-1.5174, -1.3464, -3.7266], [1.6511, -0.1053, -3.8489], [1.6413, -0.8530, -1.5141], [0.1854, -1.1749, 0.5033], [-0.3337, -2.4403, 2.4114], [-1.7409, -4.1374, 3.5845], [-3.4485, -5.4495, 2.2873], [-3.4753, -5.3199, -0.2051], [-1.8587, -3.8624, -1.3842], [-2.5527, -1.8995, -1.9262], [-2.3906, -1.5223, -4.3476]], "atomic_forces_ev_per_a": [[-0.02, -0.12, 0.07], [-0.63, -0.15, -0.08], [0.26, 0.00, -0.03], [0.62, 0.14, 0.18], [-0.19, -0.09, 0.13], [-0.03, 0.14, -0.09], [-0.02, 0.14, -0.36], [0.12, -0.54, 0.00], [0.27, 0.21, -0.04], [0.16, -0.18, -0.09], [-0.02, 0.23, -0.10], [-0.14, -0.05, 0.24], [0.13, 0.01, -0.03], [-0.14, -0.20, 0.12], [-0.09, 0.08, -0.23], [-0.17, 0.11, 0.12], [-0.17, -0.17, -0.14], [-0.02, 0.56, 0.33], [0.13, -0.23, -0.34], [0.06, 0.22, 0.14], [0.09, -0.21, 0.03], [-0.04, 0.03, 0.20], [0.00, -0.23, -0.09], [-0.21, 0.27, 0.07], [0.43, 0.87, 0.90], [0.04, 0.52, -1.95], [-1.26, -0.29, 0.46], [0.64, -1.13, 0.45], [-0.04, -0.05, 0.45], [-0.02, -0.12, 0.05], [-0.19, 0.17, 0.72], [-0.07, 0.66, -1.15], [-0.21, -1.30, -0.10], [0.14, -0.10, 0.08], [-0.24, 0.16, 0.23], [0.10, -0.08, -0.01], [0.14, 0.74, -0.11], [0.23, 0.03, -0.35], [-0.37, 0.28, 0.09], [0.22, -0.30, 0.45], [0.03, 0.09, 0.16], [-0.01, -0.23, -0.04], [-0.37, 0.08, -0.13], [0.01, -0.30, -0.04], [-0.41, -0.25, -0.12], [-0.05, 0.05, -0.35], [0.39, 0.09, -0.11], [0.46, 0.14, 0.29], [-0.08, 0.00, 0.41], [0.35, 0.14, -0.23], [0.17, 0.16, -0.01]], "de_lowest_kj_mol": 0.0, "e_homo_ev": -11.7, "charge": 1}

{"formula": "C9H14", "method": "ωB97M-V with the def2-TZVPD basis set", "symbols": ["C", "C", "C", "C", "C", "C", "C", "H", "H", "H", "H", "H", "H", "H", "H", "C", "C", "H", "H", "H", "H", "H", "H"], "xyz": [[-0.0671, 2.4213, -1.1306], [-0.9928, 0.1208, -0.6849], [-0.8005, 1.4392, -0.2402], [-1.4286, -0.8710, 0.1653], [-1.7447, -0.5254, 1.4975], [-1.0698, 1.7449, 1.0973], [-1.5666, 0.7617, 1.9481], [-0.7454, -0.0864, -1.7159], [-1.5763, -1.9228, -0.0843], [0.9728, 2.4969, -0.7745], [-0.5122, 3.4175, -1.0736], [-2.1487, -1.3162, 2.1273], [-0.8737, 2.7692, 1.3829], [-1.7778, 0.9748, 2.9826], [-0.1302, 2.1002, -2.1719], [3.3764, -1.5860, -1.1149], [2.5296, -2.7805, -0.6993], [3.7502, -1.0477, -0.2402], [4.2260, -1.8624, -1.7276], [2.7892, -0.8475, -1.6444], [2.7146, -3.0949, 0.3187], [2.6449, -3.6926, -1.3032], [1.4602, -2.5956, -0.8141]], "atomic_forces_ev_per_a": [[-0.88, -0.04, 0.32], [-0.09, 0.32, -0.17], [0.75, -0.28, -0.02], [-0.34, 0.00, 1.29], [-0.21, -0.68, -0.86], [-0.10, -0.26, -0.60], [0.23, 0.32, 0.10], [0.05, -0.15, -0.11], [0.16, 0.36, -0.46], [-0.01, -0.01, -0.30], [0.12, -0.02, 0.04], [0.14, 0.25, 0.14], [-0.10, -0.04, 0.36], [-0.08, 0.21, 0.21], [0.34, 0.04, 0.05], [-0.02, 0.14, 0.35], [-0.55, -0.76, -0.45], [0.07, -0.11, -0.01], [0.21, -0.06, -0.13], [-0.13, 0.09, -0.33], [0.00, 0.04, 0.34], [0.47, 0.30, -0.12], [0.00, 0.36, 0.35]], "s_squared": 0.75, "multiplicity": 2, "de_lowest_kj_mol": 24.3, "e_homo_ev": [1.3, -5.5], "charge": -1}